The molecule C3H5FS2, computed with ωB97M-V with the def2-TZVPD basis set.

Charge = 0
Spin multiplicity = 1
Energy above the lowest of the compared OMol25 structures with the same formula, charge and spin = 0.146 eV
HOMO energy = -8.83 eV
Frontier orbital gap = 0.3179 Ha
SMILES = CSC(=S)CF
Energy = -27579.3377 eV

Each line ends with the Löwdin charge.
Cartesian coordinates (Å):
1 C 2.030 -0.784 0.084  -0.403
2 S 0.257 -0.963 -0.132  0.903
3 C -0.491 0.587 -0.070  -1.108
4 S 0.270 2.049 -0.005  0.634
5 C -2.019 0.409 -0.068  -0.326
6 F -2.385 -0.876 0.124  -0.071
7 H 2.380 -1.823 -0.065  0.040
8 H 2.241 -0.338 1.079  0.050
9 H 2.510 -0.084 -0.610  0.035
10 H -2.438 1.034 0.719  0.117
11 H -2.355 0.789 -1.055  0.130

---

A structure of composition C6H12O, computed with ωB97M-V with the def2-TZVPD basis set.

Charge = 0
Spin multiplicity = 1
Energy above the lowest of the compared OMol25 structures with the same formula, charge and spin = 4.294 eV
HOMO energy = -6.73 eV
Frontier orbital gap = 0.2808 Ha
Energy = -8460.0599 eV

Each line ends with the Löwdin charge.
Cartesian coordinates (Å):
1 C -2.357 0.241 0.545  -0.168
2 C -1.048 -0.313 0.172  -0.221
3 O 0.022 0.520 1.377  -0.087
4 C 1.312 -0.471 1.087  -0.070
5 C 1.845 0.000 -0.243  -0.207
6 C 0.900 -0.278 -1.408  -0.216
7 C -0.502 0.260 -1.101  -0.259
8 H -2.691 -0.081 1.538  0.065
9 H -3.083 -0.149 -0.175  0.084
10 H -2.411 1.335 0.497  0.072
11 H -0.350 0.089 2.152  0.099
12 H 1.941 -0.168 1.923  0.108
13 H 1.072 -1.529 1.104  0.111
14 H 2.047 1.068 -0.173  0.116
15 H 2.800 -0.499 -0.419  0.117
16 H 0.831 -1.357 -1.568  0.110
17 H 1.310 0.168 -2.324  0.108
18 H -1.193 -0.064 -1.892  0.120
19 H -0.496 1.368 -1.122  0.117

---

The molecule C3H3N3O2, computed with ωB97M-V with the def2-TZVPD basis set.

Charge = 0
Spin multiplicity = 1
Energy above the lowest of the compared OMol25 structures with the same formula, charge and spin = 4.619 eV
HOMO energy = -9.40 eV
Frontier orbital gap = 0.3535 Ha
SMILES = O=C/N=c1\[nH]nco1
Energy = -11721.3376 eV

Each line ends with the Löwdin charge.
Cartesian coordinates (Å):
1 O 2.419 -0.344 -0.137  0.013
2 C 1.975 0.275 -1.069  -0.449
3 N 0.744 0.630 -1.058  0.118
4 C -0.116 -0.040 -0.331  -0.273
5 N -0.286 -0.766 0.842  0.063
6 N -1.408 -0.521 1.463  0.051
7 C -2.126 0.290 0.699  -0.102
8 O -1.382 0.458 -0.427  0.033
9 H 2.487 0.354 -2.244  0.177
10 H 0.512 -0.901 1.463  0.166
11 H -3.047 1.096 0.774  0.204

---

The molecule C17H23NO, computed with ωB97M-V with the def2-TZVPD basis set.

Charge = 0
Spin multiplicity = 1
Energy above the lowest of the compared OMol25 structures with the same formula, charge and spin = 18.198 eV
HOMO energy = -8.52 eV
Frontier orbital gap = 0.3376 Ha
SMILES = C[C@@](O)(C#CCN1CCCCCC1)c1ccccc1
Energy = -21522.3631 eV

Each line ends with the Löwdin charge.
Cartesian coordinates (Å):
1 C -3.348 -2.194 -1.150  -0.048
2 C -2.632 -1.739 -0.203  -0.501
3 O -3.139 -2.201 1.288  -0.094
4 C -1.283 -1.953 -0.073  -0.018
5 C -0.143 -2.238 0.061  0.068
6 C 1.362 -2.291 -0.226  -0.190
7 N 2.013 -1.011 -0.084  -0.148
8 C 3.514 -1.188 -0.301  -0.100
9 C 4.137 0.407 -0.214  -0.227
10 C 3.353 1.199 -0.812  -0.309
11 C 2.502 1.982 0.307  -0.130
12 C 1.278 1.094 1.022  -0.119
13 C 1.721 -0.364 1.313  -0.106
14 C -2.796 -0.085 -0.023  0.020
15 C -2.019 0.836 -0.979  -0.050
16 C -2.228 2.072 -1.105  -0.110
17 C -3.134 2.750 -0.180  0.016
18 C -3.992 1.816 0.602  -0.073
19 C -3.837 0.505 0.680  -0.071
20 H -2.857 -1.814 -2.175  0.190
21 H -4.299 -1.871 -1.181  0.078
22 H -3.215 -3.305 -1.233  0.146
23 H -2.855 -1.739 2.127  0.101
24 H 1.712 -2.612 -1.085  0.051
25 H 1.570 -3.051 0.823  0.183
26 H 3.634 -1.517 -1.320  0.082
27 H 4.003 -2.039 0.380  0.141
28 H 4.434 0.502 0.683  0.032
29 H 5.084 0.303 -1.102  0.192
30 H 2.682 1.135 -1.455  0.048
31 H 3.920 2.206 -0.935  0.158
32 H 1.993 3.054 0.259  0.118
33 H 3.171 2.311 1.337  0.149
34 H 0.629 0.914 0.163  0.091
35 H 0.841 1.578 1.685  0.011
36 H 1.018 -0.689 1.666  -0.048
37 H 2.575 -0.267 2.050  0.150
38 H -1.389 0.374 -1.437  0.015
39 H -1.586 2.735 -1.609  0.096
40 H -3.294 3.802 0.028  0.087
41 H -4.705 2.421 1.057  0.076
42 H -4.394 0.172 1.351  0.041

---

A structure of composition C47H37GeN10O2SW, computed with ωB97M-V with the def2-TZVPD basis set.

Charge = -1
Spin multiplicity = 1
HOMO energy = -3.06 eV
Frontier orbital gap = 0.1885 Ha
Energy = -137518.0353 eV

Each line ends with the Löwdin charge.
Cartesian coordinates (Å):
1 W 0.178 -0.462 0.986  1.466
2 C -2.373 5.583 -1.098  -0.095
3 C -3.479 5.147 -0.367  -0.094
4 C -3.483 3.909 0.259  -0.028
5 C -2.343 3.125 0.167  -0.128
6 C -2.079 1.747 0.596  -0.249
7 N -0.634 1.523 0.450  -0.128
8 C -0.205 2.522 -0.525  -0.240
9 N 0.927 2.586 -1.077  0.200
10 C 1.896 1.623 -0.969  -0.321
11 C 3.175 1.773 -1.536  -0.147
12 C 3.841 2.841 -2.174  -0.042
13 C 5.136 2.650 -2.579  -0.120
14 C 5.802 1.409 -2.379  -0.123
15 C 5.163 0.355 -1.778  -0.043
16 C 3.836 0.535 -1.345  -0.153
17 C 2.920 -0.307 -0.679  -0.326
18 N 3.228 -1.627 -0.402  0.180
19 C 2.266 -2.451 -0.230  -0.334
20 N 0.929 -2.148 -0.120  -0.022
21 C 0.198 -3.311 -0.264  -0.311
22 N -1.065 -3.482 -0.297  0.189
23 C -1.945 -2.428 -0.113  -0.279
24 N -1.650 -1.141 0.129  0.013
25 C -2.843 -0.463 0.351  -0.294
26 N -2.989 0.859 0.545  0.212
27 C -3.922 -1.365 0.226  -0.123
28 C -5.318 -1.230 0.345  -0.038
29 C -6.090 -2.355 0.199  -0.115
30 C -5.514 -3.622 -0.075  -0.117
31 C -4.155 -3.766 -0.210  -0.035
32 C -3.350 -2.625 -0.061  -0.122
33 C 1.148 -4.449 -0.370  -0.092
34 C 0.936 -5.807 -0.495  -0.016
35 C 2.055 -6.631 -0.534  -0.095
36 C 3.342 -6.098 -0.465  -0.097
37 C 3.546 -4.727 -0.356  -0.020
38 C 2.426 -3.919 -0.296  -0.094
39 N 1.763 0.353 -0.429  0.013
40 C -1.244 3.555 -0.572  -0.108
41 C -1.246 4.781 -1.219  -0.017
42 H -2.400 6.553 -1.580  0.093
43 H -4.353 5.784 -0.296  0.095
44 H -4.348 3.552 0.805  0.112
45 H 3.331 3.784 -2.334  0.101
46 H 5.669 3.455 -3.072  0.086
47 H 6.825 1.302 -2.720  0.084
48 H 5.655 -0.598 -1.625  0.103
49 H -5.758 -0.263 0.557  0.101
50 H -7.167 -2.281 0.298  0.086
51 H -6.162 -4.484 -0.178  0.085
52 H -3.701 -4.727 -0.421  0.102
53 H -0.071 -6.201 -0.552  0.110
54 H 1.931 -7.704 -0.622  0.093
55 H 4.193 -6.768 -0.502  0.092
56 H 4.538 -4.295 -0.320  0.107
57 H -0.384 5.088 -1.798  0.110
58 C 1.398 2.434 4.396  -0.220
59 Ge -0.248 2.455 3.310  0.825
60 C -1.701 1.839 4.463  -0.213
61 C -0.606 4.355 2.914  -0.205
62 C 0.287 1.578 1.622  -0.405
63 H 1.390 3.273 5.097  0.013
64 H 2.291 2.518 3.773  0.001
65 H 1.470 1.503 4.961  0.007
66 H -1.743 2.522 5.317  0.019
67 H -1.529 0.827 4.821  0.008
68 H -2.658 1.868 3.941  0.018
69 H -0.619 4.912 3.855  0.014
70 H -1.565 4.498 2.417  0.004
71 H 0.172 4.777 2.274  0.022
72 H 1.152 2.169 1.334  0.042
73 O -1.227 -0.370 2.651  -0.138
74 C -1.141 -1.607 2.876  -0.579
75 O -0.242 -2.237 2.242  -0.151
76 C -2.082 -2.301 3.772  -0.117
77 C -3.261 -1.667 4.152  -0.008
78 C -4.174 -2.338 4.950  -0.076
79 C -3.908 -3.633 5.374  -0.094
80 C -2.733 -4.265 4.989  -0.083
81 C -1.824 -3.606 4.179  -0.007
82 H -3.454 -0.664 3.794  0.114
83 H -5.100 -1.854 5.233  0.101
84 H -4.625 -4.156 5.995  0.096
85 H -2.534 -5.280 5.311  0.098
86 H -0.915 -4.088 3.841  0.121
87 C 5.002 -1.360 3.700  -0.042
88 N 4.740 -0.185 2.894  -0.120
89 C 5.688 0.696 2.395  -0.047
90 C 5.040 1.557 1.590  -0.056
91 N 3.706 1.214 1.631  0.097
92 C 3.520 0.116 2.391  -0.677
93 S 2.109 -0.771 2.734  0.773
94 H 6.026 -1.312 4.063  0.087
95 H 4.858 -2.259 3.099  0.094
96 H 4.314 -1.394 4.542  0.077
97 H 6.728 0.618 2.656  0.115
98 H 5.399 2.365 0.976  0.124
99 H 3.007 1.546 0.969  0.105

---

A structure of composition C24H21N6S3Ti, computed with ωB97M-V with the def2-TZVPD basis set.

Charge = +2
Spin multiplicity = 2
HOMO energy (alpha / beta) = -13.95 / -13.97 eV
⟨S²⟩ = 0.757
Frontier orbital gap (alpha / beta) = 0.2524 / 0.2533 Ha
Energy = -89779.0952 eV

Each line ends with the Löwdin spin population.
Cartesian coordinates (Å):
1 Ti -0.124 0.468 -0.209  0.950
2 C -3.087 2.308 -4.199  -0.001
3 S -3.812 2.131 -2.559  -0.006
4 C -2.448 1.969 -1.509  -0.004
5 S -0.820 1.653 -2.143  -0.019
6 N -2.708 2.072 -0.240  -0.004
7 N -1.539 1.857 0.459  -0.017
8 C -1.230 2.631 1.426  0.044
9 C 0.179 2.627 1.827  0.001
10 C 0.671 3.513 2.765  0.006
11 C 2.048 3.607 2.939  0.000
12 C 2.883 2.830 2.157  0.005
13 C 2.315 1.954 1.243  0.004
14 N 0.997 1.845 1.076  0.005
15 H -3.943 2.374 -4.868  0.000
16 H -2.490 1.442 -4.473  0.000
17 H -2.505 3.222 -4.278  0.000
18 H -1.923 3.376 1.808  0.001
19 H -0.004 4.132 3.338  0.000
20 H 2.457 4.295 3.667  0.000
21 H 3.958 2.891 2.241  0.000
22 H 2.940 1.313 0.634  0.001
23 C -0.080 -1.191 2.623  0.000
24 C -0.279 -2.335 1.850  0.000
25 C 0.789 -2.937 1.200  0.001
26 C 2.066 -2.400 1.318  0.002
27 C 2.273 -1.267 2.095  0.000
28 C 1.203 -0.667 2.751  0.001
29 H -0.907 -0.759 3.174  0.000
30 H -1.269 -2.768 1.785  0.000
31 H 0.635 -3.842 0.626  0.000
32 H 2.904 -2.885 0.835  0.000
33 H 3.276 -0.881 2.228  0.000
34 H 1.375 0.188 3.396  0.000
35 N -2.629 -2.508 -1.723  0.001
36 C -3.560 -2.208 -0.733  0.000
37 C -4.834 -2.702 -0.480  0.000
38 C -5.480 -2.182 0.622  0.000
39 C -4.881 -1.211 1.440  0.000
40 C -3.617 -0.723 1.182  0.000
41 C -2.954 -1.237 0.070  0.001
42 N -1.688 -0.971 -0.443  0.003
43 C -1.546 -1.746 -1.506  0.003
44 C -0.303 -1.740 -2.259  0.002
45 C 0.015 -2.368 -3.421  0.002
46 S 1.623 -1.996 -3.857  0.001
47 C 1.778 -1.024 -2.479  0.008
48 N 0.709 -0.967 -1.725  0.008
49 H -2.753 -3.162 -2.478  0.000
50 H -5.296 -3.451 -1.107  0.000
51 H -6.474 -2.529 0.865  0.000
52 H -5.431 -0.835 2.291  0.000
53 H -3.170 0.033 1.812  0.000
54 H -0.593 -3.009 -4.037  0.000
55 H 2.690 -0.490 -2.258  0.001

---

- The lowest energy belongs to which entry?
  C47H37GeN10O2SW